{
  "formula": "C6H12N3O2PS2",
  "method": "wB97M-V/def2-TZVPD",
  "homo_lumo_gap_ha": 0.26862,
  "symbols": ["C", "C", "C", "C", "C", "C", "N", "N", "N", "O", "O", "P", "S", "S", "H", "H", "H", "H", "H", "H", "H", "H", "H", "H", "H", "H"],
  "xyz": [[-3.2903, -0.1305, -1.2455], [0.9561, 1.2910, 0.6680], [0.6816, 3.3196, 1.9913], [2.1108, 3.1625, 1.7891], [0.3703, -3.7165, -1.0959], [0.8240, -2.4154, -0.4513], [1.2666, 1.9793, 1.8137], [-2.2541, -0.5824, -0.5652], [-0.2158, 0.6999, 0.4936], [-0.5469, 0.8692, -2.2709], [0.3456, -1.3630, -1.3309], [-0.2559, 0.0614, -1.1139], [-4.7145, -0.9455, -1.4125], [2.0627, 1.0719, -0.5882], [-3.1252, 0.7687, -1.8163], [0.2918, 3.3813, 2.9567], [0.0653, 3.5046, 1.1126], [2.7985, 3.4539, 0.9308], [2.8697, 3.2402, 2.5870], [0.8623, -3.9505, -2.0283], [0.7730, -4.4247, -0.2594], [-0.6445, -3.8328, -1.3809], [1.8645, -2.2332, -0.3640], [0.4640, -2.3476, 0.6713], [-2.5963, -1.4797, -0.2361], [-0.9632, 0.6184, 1.1453]],
  "forces_ev_per_a": [[-0.12, 0.05, -0.95], [2.48, 0.61, 0.16], [-0.63, -0.88, -1.50], [3.48, 0.05, -0.48], [2.76, -1.04, 2.25], [-2.23, 0.48, 1.12], [0.21, -0.44, -0.36], [1.97, 0.61, -0.37], [0.40, -0.51, -1.27], [-0.09, 0.62, -0.55], [-0.37, 0.65, 0.43], [-2.70, -1.82, 1.55], [-0.36, 0.08, 0.16], [-0.68, -0.06, 0.34], [0.08, 0.48, -0.01], [-0.72, 0.89, 1.24], [-0.04, 0.89, 0.46], [-2.09, -0.45, 0.13], [-1.18, -0.26, 0.45], [0.79, 0.17, -0.10], [-1.22, 0.31, -1.81], [-1.25, 0.21, 0.78], [1.18, -0.41, -0.28], [0.03, 0.21, -2.30], [0.93, -0.52, 0.47], [-0.63, 0.06, 0.43]],
  "lowdin_charge": [-0.88, -0.83, -0.06, -0.15, -0.07, -0.25, -0.07, -0.10, -0.03, -0.26, -0.26, 0.51, 0.50, 0.79, 0.04, 0.10, 0.13, 0.12, 0.12, 0.07, 0.12, 0.07, 0.09, 0.15, 0.04, 0.12]
}

=====

{
  "formula": "C6H12N3O5",
  "method": "wB97M-V/def2-TZVPD",
  "charge": 1,
  "homo_lumo_gap_ha": 0.38460,
  "symbols": ["N", "C", "O", "C", "O", "N", "C", "C", "O", "N", "C", "O", "C", "O", "H", "H", "H", "H", "H", "H", "H", "H", "H", "H", "H", "H"],
  "xyz": [[2.1505, -1.3371, 1.1272], [2.7917, -0.5395, 0.0475], [4.1534, -0.2735, 0.2651], [1.9420, 0.7987, -0.0123], [1.9978, 1.4654, 1.0170], [1.2785, 1.2034, -1.1396], [-0.0145, 1.7015, -0.8118], [-0.7695, 0.6075, -0.1248], [-0.1761, -0.3309, 0.3707], [-2.1333, 0.6724, -0.1708], [-3.0954, -0.2996, 0.5378], [-3.6520, 0.3082, 1.6669], [-4.3322, -0.6237, -0.5269], [-5.3558, -0.0002, -0.2924], [2.4677, -0.6885, 1.8951], [1.0172, -1.4130, 1.0068], [2.5717, -2.1867, 1.1876], [2.8382, -1.0025, -0.8430], [4.2655, 0.1620, 1.0711], [1.3534, 0.6365, -2.0088], [0.1767, 2.5204, -0.0763], [-0.3526, 2.1734, -1.6624], [-2.5600, 1.3361, -0.8333], [-2.4848, -1.1004, 0.8742], [-4.3311, 0.8323, 1.3021], [-4.0506, -1.3076, -1.3284]],
  "forces_ev_per_a": [[-2.43, 3.76, 0.07], [0.22, 3.26, 0.30], [-1.38, -1.82, -1.30], [1.67, 0.14, 1.04], [-0.25, -0.84, -0.78], [1.33, -1.52, -0.55], [1.67, 1.18, 1.98], [-3.10, -0.22, -0.94], [0.25, -0.84, 0.74], [-0.40, -0.46, -0.27], [-0.71, 1.87, -0.80], [1.94, -1.43, -0.43], [0.54, 2.15, 2.84], [1.85, -1.69, -1.27], [-1.32, -1.15, 0.21], [2.81, 0.88, 0.31], [1.60, -3.29, 0.52], [-0.60, -2.12, -3.03], [0.49, 1.66, 2.15], [-0.06, 0.43, 1.24], [-0.49, -0.53, -0.33], [-1.75, 0.70, -1.74], [0.44, -0.30, 0.78], [0.27, -0.99, -0.06], [-1.91, 1.27, -0.24], [-0.69, -0.10, -0.43]],
  "lowdin_charge": [0.25, -0.26, 0.09, -0.40, 0.10, 0.08, -0.08, -0.41, 0.03, 0.15, -0.25, 0.03, -0.09, 0.08, 0.19, 0.22, 0.12, 0.13, 0.08, 0.18, 0.17, 0.12, 0.16, 0.13, 0.06, 0.13]
}

=====

{
  "formula": "C6H12N3S",
  "method": "wB97M-V/def2-TZVPD",
  "charge": 1,
  "homo_lumo_gap_ha": 0.30187,
  "symbols": ["C", "C", "C", "C", "C", "C", "N", "N", "N", "S", "H", "H", "H", "H", "H", "H", "H", "H", "H", "H", "H", "H"],
  "xyz": [[-0.8384, -0.2924, 0.6084], [0.7377, 0.3789, -1.7123], [0.2137, -0.8594, -1.8164], [-2.3681, 1.0529, -0.5668], [2.2398, 0.5852, 2.3972], [-1.2092, -1.0594, -2.1054], [-1.5927, 0.7500, 0.3790], [0.1831, -0.4061, 1.4374], [0.7849, 0.4703, 2.3658], [-2.3404, 0.3853, -2.2239], [-1.1099, -1.2943, 0.1984], [1.8175, 0.5013, -1.5970], [0.0544, 1.1378, -1.6319], [0.8508, -1.6397, -1.9659], [-3.1586, 1.8233, -0.3184], [2.5453, 1.4506, 2.9026], [2.6568, -0.4412, 2.7438], [2.7289, 0.6815, 1.4607], [-1.6637, -1.8269, -1.4001], [-1.3884, -1.6438, -3.0778], [0.6017, -1.2388, 1.4565], [0.2550, 1.4849, 2.4660]],
  "forces_ev_per_a": [[0.87, -2.14, 0.45], [1.24, -3.38, 0.31], [-0.02, 4.08, -1.06], [-1.04, -0.05, -1.62], [0.13, -3.70, -0.71], [-2.13, -2.49, -0.40], [0.44, 0.71, 1.89], [-1.68, 5.10, 0.15], [-2.67, 3.87, 0.29], [-0.03, 0.31, 1.19], [0.18, 1.04, 0.71], [-0.48, 0.27, -0.11], [-0.97, 2.32, -0.02], [1.50, -2.44, -0.09], [0.87, -0.80, -0.82], [0.16, 0.74, 1.50], [-0.47, 1.98, 0.27], [0.00, 0.28, -1.51], [0.25, 0.99, -0.75], [0.43, 1.22, 0.97], [1.83, -4.17, 0.20], [1.59, -3.74, -0.82]],
  "lowdin_charge": [-0.16, 0.04, -0.24, -0.38, -0.09, -0.47, 0.05, 0.08, -0.06, 1.00, 0.14, 0.09, 0.01, 0.08, 0.12, 0.07, 0.12, 0.06, 0.09, 0.12, 0.11, 0.22]
}

=====

{
  "formula": "C6H12N4",
  "method": "wB97M-V/def2-TZVPD",
  "homo_lumo_gap_ha": [0.29243, 0.30610],
  "symbols": ["C", "C", "C", "N", "N", "H", "H", "H", "H", "H", "H", "C", "C", "N", "C", "N", "H", "H", "H", "H", "H", "H"],
  "xyz": [[-0.9688, -0.9640, -1.2060], [-0.4633, -0.3048, -2.4500], [-0.5352, -2.3404, -0.8118], [-2.0354, -0.3371, -0.5444], [-3.1199, -0.6302, -0.3900], [0.3736, -2.5957, -1.3656], [-0.9402, 0.6597, -2.6205], [-0.6014, -0.9380, -3.3301], [0.6090, -0.1167, -2.3156], [-1.2812, -3.1141, -0.9972], [-0.2812, -2.3893, 0.2495], [0.9365, 1.3009, 1.8547], [1.5944, 1.6895, 0.5257], [-0.4752, 1.6669, 1.8374], [1.1381, -0.1300, 2.0933], [1.2703, -1.2480, 2.3136], [1.4149, 1.8489, 2.6753], [-0.9635, 1.1219, 1.1320], [-0.9209, 1.4572, 2.7229], [1.4580, 2.7577, 0.3733], [2.6596, 1.4658, 0.5454], [1.1319, 1.1396, -0.2918]],
  "forces_ev_per_a": [[-0.04, 0.50, -0.29], [0.45, 0.37, 0.83], [0.34, 0.53, 0.40], [3.40, -1.48, -1.91], [-3.56, 0.17, 1.46], [-0.15, 0.04, 0.06], [-0.08, -0.05, -0.04], [-0.03, -0.06, 0.06], [0.04, 0.00, -0.44], [-0.31, 0.03, -0.14], [0.00, -0.05, 0.03], [-0.11, 0.50, -0.28], [0.01, 0.10, 0.34], [-0.07, -0.04, -0.03], [0.14, -0.26, 0.31], [-0.01, -0.23, -0.08], [-0.02, -0.13, -0.14], [0.01, 0.09, -0.02], [0.06, 0.02, 0.02], [-0.04, 0.01, -0.07], [0.02, -0.05, -0.04], [-0.04, 0.00, -0.06]],
  "lowdin_charge": [-0.36, -0.08, -0.06, -0.08, 0.14, 0.08, 0.07, 0.08, 0.07, 0.08, 0.06, -0.45, -0.05, 0.05, -0.20, 0.15, 0.14, 0.04, 0.08, 0.08, 0.08, 0.06]
}

=====

{
  "formula": "C6H12N4O",
  "method": "wB97M-V/def2-TZVPD",
  "homo_lumo_gap_ha": 0.29601,
  "symbols": ["C", "C", "C", "C", "C", "C", "H", "H", "H", "H", "H", "H", "H", "H", "H", "H", "H", "H", "N", "N", "N", "N", "O"],
  "xyz": [[-2.4213, 0.0531, -0.1472], [-1.0985, 0.5024, -0.9012], [1.2023, -0.6668, -0.9785], [2.5322, 0.2396, -0.5016], [1.5114, 0.8683, 1.3730], [0.0224, 0.0159, 1.1681], [-3.1458, 1.1250, -0.3644], [-2.1887, 0.1672, 0.9989], [-0.8823, 0.3558, -1.8657], [-0.9392, 1.5672, -0.5087], [1.5394, -1.8163, -0.6748], [1.0698, -0.4379, -2.1541], [3.4793, -0.1509, -0.8631], [2.1180, 1.1802, -1.2497], [1.3483, 1.2093, 2.4362], [1.4003, 1.7318, 0.5326], [0.0551, -0.8712, 1.8163], [-0.8464, 0.8796, 1.3216], [-2.0320, -2.8095, 0.8612], [-2.5175, -2.0936, -0.0842], [-2.8969, -1.1771, -0.7908], [-0.0423, -0.4018, -0.1993], [2.7323, 0.5297, 0.7754]],
  "forces_ev_per_a": [[-0.55, 5.71, -1.88], [0.96, -0.23, 7.33], [2.14, -1.68, 1.58], [-3.19, 0.65, -5.63], [-4.42, 3.09, -2.26], [3.36, 2.17, -0.13], [1.31, -3.69, 0.47], [-1.16, -1.40, -2.40], [-0.49, -0.26, -3.93], [0.02, -1.00, -1.16], [-1.07, 2.53, -1.39], [0.20, -0.98, 2.91], [-0.27, -0.13, -0.54], [1.80, -1.08, 2.29], [1.81, -0.26, -1.08], [-1.50, -0.46, 2.61], [-0.65, 0.52, 0.38], [2.99, -2.40, 0.56], [-4.17, 5.27, -8.00], [4.11, -5.68, 8.21], [-0.18, -0.10, 1.12], [-1.32, 1.30, -2.71], [0.26, -1.90, 3.64]],
  "lowdin_charge": [-0.23, -0.15, -0.14, -0.28, -0.14, -0.17, 0.17, 0.10, 0.05, 0.12, 0.14, 0.15, 0.11, 0.15, 0.12, 0.13, 0.10, 0.14, 0.17, -0.20, 0.03, -0.23, -0.14]
}

=====

{
  "formula": "C6H12N4O2",
  "method": "wB97M-V/def2-TZVPD",
  "homo_lumo_gap_ha": 0.34959,
  "symbols": ["C", "C", "C", "N", "C", "C", "N", "C", "N", "N", "O", "O", "H", "H", "H", "H", "H", "H", "H", "H", "H", "H", "H", "H"],
  "xyz": [[1.9102, -1.0341, 1.0178], [1.0013, -1.9182, 0.2233], [0.4487, -1.2000, -0.9490], [0.0780, 0.1038, -0.5501], [1.0954, 1.2343, -0.2898], [-0.1134, 2.4583, -0.3707], [-1.1899, 1.6504, 0.1815], [-1.1536, 0.3829, -0.2220], [-1.9777, -0.6496, -0.4190], [-3.2657, -0.4705, 0.0400], [-4.1047, -1.3478, -0.3812], [-3.4954, 0.5055, 0.9883], [1.6999, -0.1510, 1.6708], [2.7045, -0.6698, 0.2036], [2.5959, -1.6852, 1.7747], [0.2012, -2.2613, 0.9310], [1.5956, -2.8748, -0.1719], [-0.5647, -1.8254, -1.4186], [1.0218, -0.9973, -2.0130], [2.0160, 1.3915, -1.0466], [1.4650, 1.1145, 0.6981], [-0.3562, 2.8855, -1.3261], [0.2922, 3.1554, 0.4557], [-1.9044, 2.2029, 0.9731]],
  "forces_ev_per_a": [[5.84, -0.80, 0.90], [0.59, -2.66, 0.43], [-2.00, -1.47, -5.33], [3.23, 1.00, -1.01], [-2.58, 1.83, -3.59], [3.67, -1.96, 3.67], [-3.90, 4.67, 3.38], [-0.66, -0.49, 0.63], [-2.78, 1.15, 1.20], [-1.44, 0.04, 1.67], [2.61, 3.78, 1.91], [0.28, -4.02, -3.91], [-0.85, -1.27, -0.75], [-1.27, -0.42, 1.95], [-1.60, 1.20, -1.78], [0.27, 0.04, -1.06], [-1.22, 1.96, 1.11], [2.98, 2.02, 1.61], [-0.27, -1.15, 2.95], [-2.53, -0.82, 1.43], [0.11, 0.70, 0.40], [0.29, 0.20, -0.39], [-1.12, -0.43, -1.76], [2.35, -3.12, -3.69]],
  "lowdin_charge": [-0.17, -0.28, -0.25, -0.10, -0.03, -0.10, 0.02, -0.40, 0.13, -0.32, 0.00, -0.10, 0.07, 0.11, 0.12, 0.12, 0.15, 0.18, 0.17, 0.16, 0.04, 0.10, 0.13, 0.26]
}

=====

Listing energy above the lowest of the compared OMol25 structures with the same formula, charge and spin for the structures above in their given order: 4.16; 40.61; 93.07; 67.83; 208.41; 175.31 kcal per mole.